Record 1
{
  "formula": "C19H33FN4O2S",
  "method": "ωB97M-V/def2-TZVPD",
  "homo_lumo_gap_ev": 9.2,
  "largest_force_ev_per_a": 2.32,
  "e_homo_ev": -8.74,
  "e_lumo_ev": 0.502,
  "e_tot_ev": -43845.2869,
  "symbols": ["C", "C", "C", "N", "C", "C", "C", "C", "C", "N", "C", "C", "N", "C", "C", "N", "C", "O", "C", "F", "C", "C", "C", "H", "H", "H", "H", "H", "H", "H", "H", "H", "H", "H", "H", "H", "H", "H", "H", "H", "H", "H", "H", "H", "H", "H", "H", "H", "H", "H", "C", "S", "O", "C", "H", "H", "H", "H", "H", "H"],
  "xyz": [[2.4203, 2.8155, 2.1799], [1.3180, 2.6195, 1.1258], [0.1083, 1.9045, 1.7710], [0.2718, 0.4450, 1.6417], [-0.8917, -0.3198, 1.2370], [-1.9964, -0.5607, 2.2745], [-2.5185, -1.8265, 2.4835], [-3.5261, -1.9144, 3.4004], [-4.0190, -0.8407, 4.0779], [-3.5115, 0.3748, 3.9065], [-2.5426, 0.4574, 3.0184], [-0.2532, -1.6823, 0.6890], [1.0238, -1.5627, 0.0024], [2.1736, -1.9384, 0.8239], [3.4579, -1.9507, -0.0231], [-1.1787, -2.2245, -0.3185], [-2.1582, -1.2941, -0.6128], [-3.2167, -1.4678, -1.1740], [-1.6574, 0.0783, -0.0420], [-2.8654, 0.7466, 0.1666], [-0.9274, 0.8495, -1.1830], [-1.7103, 2.0295, -1.7660], [-1.6989, 3.2997, -0.9131], [3.3329, 3.2064, 1.7316], [2.0988, 3.4799, 2.9825], [2.6268, 1.8297, 2.6054], [1.7453, 1.9967, 0.3381], [1.0459, 3.5786, 0.6799], [-0.8439, 2.2730, 1.3994], [0.1658, 2.1695, 2.8337], [0.6799, 0.0593, 2.4810], [-2.1673, -2.6889, 1.9442], [-3.9815, -2.8837, 3.5755], [-4.8395, -0.9716, 4.7725], [-2.1307, 1.4492, 2.8571], [-0.0734, -2.3350, 1.5455], [1.1432, -0.6574, -0.4350], [2.3352, -1.1982, 1.6215], [2.0023, -2.9220, 1.2637], [3.2560, -2.2970, -1.0331], [4.2470, -2.5062, 0.4813], [3.7742, -0.9101, -0.1161], [-1.5738, -3.1319, -0.1051], [-0.7633, 0.1474, -2.0046], [0.0532, 1.1789, -0.8336], [-1.1954, 2.3030, -2.6937], [-2.7195, 1.7590, -2.0679], [-2.0448, 4.1225, -1.5443], [-2.3732, 3.2436, -0.0586], [-0.6930, 3.5602, -0.5870], [2.3842, -0.1710, -5.2807], [1.6855, -0.5989, -3.6806], [2.7348, -0.3550, -2.6567], [1.6192, -2.3704, -3.9631], [2.5455, 0.9049, -5.3029], [3.3350, -0.6869, -5.4172], [1.6836, -0.4507, -6.0675], [2.6184, -2.7447, -4.1885], [0.9391, -2.5803, -4.7889], [1.2460, -2.8398, -3.0537]],
  "forces_ev_per_angstrom": [[-0.2755, -0.2548, -0.3914], [0.1898, 0.1560, 0.3792], [1.1487, 0.1863, 0.3204], [-1.1405, 1.1263, -0.2698], [0.1500, -0.9560, -0.7585], [0.9200, -1.2447, -0.3784], [0.3370, 0.7734, -0.1129], [-0.9191, -2.1263, 0.1718], [-0.0525, 0.5352, 0.2730], [-0.3673, -0.0738, 0.2309], [0.6932, 1.5781, -0.1667], [0.6121, 0.1424, -0.7945], [-0.0133, -0.5770, 0.7218], [0.5450, 0.6147, -0.5627], [-0.5279, 0.6228, 0.4254], [-1.3306, 0.1261, 1.1476], [-0.0207, 0.1838, 0.3146], [0.9322, -0.0038, 0.2847], [-0.8826, 0.4275, -1.6827], [0.3147, 0.3401, 0.8170], [-0.0786, -0.3833, 0.2031], [0.6642, 0.4438, -0.0617], [-0.4664, 0.0780, -0.3855], [0.0444, -0.0053, 0.0886], [0.0079, 0.0207, -0.0024], [0.2438, 0.1069, 0.1408], [-0.2399, -0.0195, -0.1400], [-0.0731, 0.0031, 0.0861], [-0.0113, -0.2627, -0.2430], [-0.4019, 0.0842, -0.0165], [-0.1424, -0.1263, 0.0249], [-0.0516, -0.1684, 0.0770], [-0.0014, 0.0164, 0.0638], [0.0167, 0.1659, 0.0677], [-0.1726, 0.0377, 0.1636], [-0.3490, -0.2983, -0.1805], [0.1923, 0.0036, 0.0981], [-0.0184, -0.3081, 0.2630], [-0.1944, 0.0103, -0.0013], [0.1206, -0.2873, 0.0669], [0.0172, -0.0987, -0.1434], [0.2188, -0.0825, -0.1876], [0.2451, -0.1990, -0.4933], [0.1829, -0.0461, 0.1043], [-0.0158, 0.0697, -0.0833], [0.0255, -0.1850, -0.0331], [-0.0588, -0.1542, 0.2102], [-0.0371, 0.0701, 0.1474], [0.1127, -0.0579, 0.0689], [0.0065, -0.0975, 0.0559], [0.1049, -0.0109, -0.0885], [-0.2295, -0.0146, -0.0515], [0.0715, 0.0812, -0.0061], [0.0368, -0.1564, -0.0025], [-0.0302, -0.0007, 0.0640], [-0.0046, -0.0133, 0.0586], [-0.0295, 0.0034, 0.0297], [0.0205, 0.0629, 0.0136], [-0.0193, 0.0355, 0.0119], [-0.0190, 0.1062, 0.0433]],
  "mulliken_charge": [-1.493, -0.210, -0.386, 0.256, 1.331, -0.096, -0.881, -0.592, -0.495, -0.710, 0.173, -1.950, 0.357, -0.260, -1.183, -0.076, -0.208, -0.646, 1.641, -0.507, -0.305, -1.081, -0.834, 0.428, 0.368, 0.304, 0.071, 0.238, -0.086, 0.626, 0.525, 0.307, 0.371, 0.379, 0.465, 0.536, -0.032, 0.152, 0.486, 0.161, 0.416, 0.275, 0.447, 0.149, 0.008, 0.442, 0.374, 0.465, 0.224, 0.055, -1.100, 0.671, -0.623, -1.089, 0.338, 0.342, 0.386, 0.376, 0.470, 0.230]
}

***

Record 2
{
  "formula": "C19H33IMnN2O5P2",
  "method": "ωB97M-V/def2-TZVPD",
  "charge": 2,
  "homo_lumo_gap_ev": [6.8, 4.0],
  "multiplicity": 6,
  "largest_force_ev_per_a": 1.70,
  "e_homo_ev": [-14.12, -13.39],
  "e_lumo_ev": [-7.300, -9.432],
  "e_tot_ev": -91436.3687,
  "symbols": ["C", "C", "C", "C", "C", "C", "C", "C", "O", "C", "C", "C", "C", "C", "C", "I", "N", "C", "C", "O", "N", "C", "C", "P", "P", "O", "O", "O", "C", "H", "H", "H", "H", "H", "H", "H", "H", "H", "H", "H", "H", "H", "H", "H", "H", "H", "H", "H", "H", "H", "H", "H", "H", "H", "H", "H", "H", "H", "H", "H", "H", "H", "Mn"],
  "xyz": [[2.8255, -3.8479, 1.0375], [2.2685, -3.3246, -0.2139], [3.0870, -3.1571, -1.3801], [2.5348, -2.6675, -2.5442], [1.1861, -2.3216, -2.5760], [0.3415, -2.4513, -1.4299], [-1.0925, -2.0598, -1.5249], [-1.5732, -1.0760, -0.4231], [-2.3479, -0.1381, -1.1193], [-2.8680, 0.9729, -0.4343], [-1.8027, 1.9604, 0.1532], [-2.4807, 3.3366, 0.0784], [-1.4974, 1.6102, 1.6293], [-1.0974, 2.7615, 2.5842], [-0.0090, 2.2714, 3.5516], [-2.7706, 3.3785, 3.8355], [-0.6297, 1.9262, -0.7530], [0.6830, 2.0305, -0.1228], [1.6888, 2.1318, -1.2497], [1.4269, 2.7902, -2.2172], [2.8615, 1.3833, -1.1187], [3.6729, 1.8449, 0.0225], [3.6603, 1.4225, -2.3527], [-2.4704, -1.8445, 1.0176], [-3.3896, -3.6202, 0.1384], [-2.3935, -4.6173, -0.2438], [-4.2008, -3.0937, -1.1175], [-4.3982, -4.1538, 1.2331], [0.9112, -2.9670, -0.2778], [3.2935, -3.0049, 1.5551], [3.5567, -4.6289, 0.8635], [2.0299, -4.1967, 1.6825], [4.1278, -3.4260, -1.3139], [3.1318, -2.5531, -3.4316], [0.7530, -1.9525, -3.4935], [-1.2106, -1.5476, -2.4753], [-1.7078, -2.9568, -1.5758], [-0.6738, -0.6013, -0.0230], [-3.5960, 0.7203, 0.3371], [-3.4086, 1.5166, -1.2002], [-2.9284, 3.5239, -0.8892], [-1.7421, 4.1423, 0.2498], [-3.2744, 3.3914, 0.8231], [-2.4272, 1.2168, 2.0251], [-0.7857, 0.8035, 1.7288], [-0.6119, 3.6041, 2.0453], [-0.4246, 1.6422, 4.3264], [0.4804, 3.1303, 3.9994], [0.7580, 1.7493, 2.9895], [-0.6953, 2.7398, -1.3555], [0.9002, 1.1163, 0.4194], [0.8352, 2.9128, 0.5110], [3.0693, 2.2522, 0.8289], [4.2639, 1.0305, 0.4274], [4.3749, 2.6204, -0.2742], [3.0601, 1.0648, -3.1776], [4.0590, 2.4106, -2.5623], [4.5012, 0.7475, -2.2271], [-1.5040, -2.4274, 1.8511], [-4.4409, -2.1581, -1.0689], [-4.6817, -3.4499, 1.8331], [0.3014, -3.1303, 0.5962], [-1.5095, 5.2175, 1.7929]],
  "forces_ev_per_angstrom": [[-0.1804, 0.1039, 0.0495], [-0.8954, 0.1522, -0.1425], [-0.2298, 0.2859, -0.5924], [0.2769, -0.1660, 0.3503], [0.3011, -0.0405, -0.2437], [0.0806, -0.4833, 1.0292], [0.3296, 0.4220, -0.3532], [0.8992, -0.7544, -0.3930], [-0.6660, -0.2138, 0.2309], [0.2900, 0.5045, -0.0449], [0.2036, -0.0981, -0.3542], [-0.2167, -0.3451, 0.6377], [-0.9380, 0.6440, -0.1087], [0.6912, -1.3680, 0.2688], [0.0156, 0.8276, -0.2659], [0.2398, 0.6924, -0.5437], [-0.0887, 0.5984, 0.8796], [0.0087, -0.3324, -0.2430], [0.3546, -0.2618, 0.1514], [-0.3157, 0.2665, -0.7312], [0.1621, 0.9249, -0.2190], [0.0940, -0.5005, 0.3409], [0.1144, -0.5249, 0.3068], [-1.2434, 0.9960, 0.5829], [0.8169, -0.7570, 0.1265], [0.1280, -0.2620, -0.1931], [-0.0590, 0.4778, 0.1084], [0.0113, 0.4706, 0.1091], [-0.0900, 0.1743, -0.2906], [0.3242, -0.0334, 0.0745], [0.2392, -0.0333, 0.0775], [-0.0678, -0.2060, 0.1681], [0.2050, -0.0501, -0.0995], [0.1347, 0.0042, -0.1407], [-0.0422, 0.0709, -0.1224], [-0.2128, 0.1797, -0.0862], [0.0860, -0.1941, 0.0131], [0.0427, 0.1761, 0.2024], [0.0056, -0.2936, 0.1416], [-0.1099, -0.0485, -0.2600], [0.1276, 0.1753, -0.2349], [0.1735, -0.1433, -0.6117], [-0.2103, 0.1658, 0.0251], [-0.1098, -0.2617, 0.0656], [0.3115, -0.0801, -0.0863], [0.1698, -0.2267, -0.0112], [0.0382, -0.2419, 0.0942], [-0.0014, 0.0310, 0.3923], [0.0854, -0.2473, -0.0898], [0.0486, -0.2937, -0.5143], [0.0538, 0.0328, 0.3693], [-0.0849, 0.0206, 0.2774], [-0.1872, -0.0762, 0.0355], [0.0530, -0.1965, 0.0517], [-0.0223, 0.2251, -0.1983], [-0.0996, 0.1185, -0.2220], [-0.1219, 0.2200, -0.1185], [0.1273, -0.1188, 0.0709], [0.2893, -0.2130, -0.3782], [-0.2550, -0.0690, -0.1592], [-0.3263, -0.2017, 0.0715], [-0.1130, -0.0478, 0.0770], [-0.6456, 0.4235, 0.6725]],
  "lowdin_spin": [0.048, 0.220, 0.200, 0.016, 0.289, 0.130, 0.022, 0.006, 0.001, 0.000, -0.002, -0.006, -0.003, -0.013, 0.001, -0.029, 0.000, -0.002, 0.000, 0.000, 0.000, 0.000, 0.000, 0.001, 0.000, 0.004, 0.000, 0.000, 0.008, 0.023, 0.007, 0.002, 0.006, -0.004, 0.011, 0.000, 0.009, 0.000, 0.000, 0.000, 0.001, -0.032, 0.001, -0.001, 0.000, -0.040, 0.001, -0.002, 0.000, 0.000, 0.000, -0.004, 0.000, 0.000, 0.000, 0.000, 0.000, 0.000, 0.000, 0.000, 0.000, -0.002, 4.133]
}

***

Record 3
{
  "formula": "C19H33N2O2S2",
  "method": "ωB97M-V/def2-TZVPD",
  "charge": 1,
  "homo_lumo_gap_ev": 8.0,
  "largest_force_ev_per_a": 2.00,
  "e_homo_ev": -11.55,
  "e_lumo_ev": -3.532,
  "e_tot_ev": -48973.4674,
  "symbols": ["C", "C", "C", "N", "C", "O", "C", "C", "S", "C", "N", "C", "S", "C", "C", "C", "C", "C", "C", "C", "C", "C", "C", "O", "C", "H", "H", "H", "H", "H", "H", "H", "H", "H", "H", "H", "H", "H", "H", "H", "H", "H", "H", "H", "H", "H", "H", "H", "H", "H", "H", "H", "H", "H", "H", "H", "H", "H"],
  "xyz": [[2.6401, -1.6202, 2.7354], [2.9850, -0.9375, 1.5997], [2.3509, 0.3988, 1.2520], [2.1382, 0.5622, -0.1845], [2.5686, 1.6174, -0.8139], [3.2284, 2.6066, -0.2638], [2.3719, 3.7824, 0.0224], [2.6239, 4.2876, 1.4331], [2.2026, 1.6989, -2.5131], [1.8147, -0.0866, -2.5175], [2.9081, -0.8902, -3.0555], [3.9687, -0.9557, -2.4596], [5.2717, -1.1186, -1.6359], [1.3794, -0.3398, -1.0799], [1.2624, -1.8188, -0.7341], [0.0827, -2.4352, -1.5092], [-0.7128, -3.4342, -0.6625], [-1.2683, -2.8517, 0.6491], [-1.8267, -1.4187, 0.5331], [-3.1148, -1.2277, 1.3542], [-3.2852, 0.1838, 1.9487], [-4.1274, 1.1015, 1.0607], [-3.3585, 1.5095, -0.2002], [-3.8680, 0.8338, -1.3317], [-3.1067, 1.0938, -2.4825], [2.8122, -1.1327, 3.6942], [2.1846, -2.6039, 2.6921], [3.7536, -1.3695, 0.9630], [2.9370, 1.2349, 1.6385], [1.3853, 0.4392, 1.7492], [1.3302, 3.4726, -0.0639], [2.5560, 4.5589, -0.7156], [2.8704, 3.4454, 2.0767], [1.7005, 4.7322, 1.7967], [3.4402, 5.0018, 1.4635], [0.9648, -0.3263, -3.1485], [0.3481, 0.0241, -0.9779], [2.1587, -2.3547, -1.0501], [1.1612, -1.9934, 0.3318], [-0.6040, -1.6659, -1.8692], [0.4517, -2.9514, -2.3962], [-1.5294, -3.8021, -1.2857], [-0.0872, -4.2994, -0.4327], [-2.0863, -3.5009, 0.9601], [-0.4992, -2.8816, 1.4223], [-2.0621, -1.1778, -0.5032], [-1.0846, -0.7284, 0.9462], [-3.9932, -1.4570, 0.7514], [-3.1029, -1.9277, 2.1917], [-3.8134, 0.0714, 2.8983], [-2.3304, 0.6585, 2.1871], [-5.0790, 0.6353, 0.8142], [-4.3466, 2.0169, 1.6136], [-2.3006, 1.2299, -0.0700], [-3.3659, 2.5954, -0.3491], [-2.2613, 0.3955, -2.5704], [-3.7232, 0.9527, -3.3681], [-2.7281, 2.1203, -2.5018]],
  "forces_ev_per_angstrom": [[0.3652, 0.8467, -0.4961], [-0.2343, -0.6080, 0.5906], [1.0601, 0.1419, 1.3530], [1.2663, 0.2198, -0.3057], [0.0328, 0.2509, -0.8060], [-0.3611, 0.0107, 0.3178], [-0.3513, 0.4172, 0.5039], [0.1192, -0.3903, -0.3490], [0.1297, -0.1519, 0.0603], [-0.3095, -0.3349, -0.5480], [0.3047, 0.5702, 0.8222], [-0.2833, -0.3258, 0.0960], [0.2507, 0.0394, -0.1931], [-1.0414, -0.5741, 0.8352], [0.4446, -0.3604, -0.5754], [-0.0347, -0.2806, 0.1675], [0.0890, 0.2027, -0.0322], [-0.2556, 0.0539, -0.6407], [-0.4108, -0.4423, 0.4300], [0.4974, 0.3626, 0.4749], [-1.0018, -0.3625, 0.0085], [0.7908, 0.5623, 0.1304], [0.0411, -0.3339, 0.1442], [-0.0686, 0.1769, -0.0339], [0.0466, -0.1074, -0.3111], [-1.8964, 0.4324, 0.1388], [1.7865, -0.8629, 0.2823], [-1.2393, -0.5346, -1.1927], [-0.0507, 0.2540, -0.4383], [-0.1263, 0.0141, -0.1249], [0.0274, -0.1694, -0.1247], [0.2112, -0.2037, -0.2112], [-0.0331, 0.0469, 0.1317], [0.0928, 0.2137, 0.0925], [0.0032, 0.0612, 0.0840], [-0.1310, 0.4701, -0.0756], [0.0127, 0.2216, -0.2796], [0.1821, 0.0930, 0.2442], [-0.1561, 0.2741, 0.0543], [0.0431, 0.0957, 0.0148], [0.0392, 0.0595, -0.0595], [-0.0802, -0.0191, 0.0565], [0.0112, -0.0399, -0.0273], [0.1160, -0.1234, 0.1969], [-0.0862, -0.0631, 0.1454], [0.2195, 0.1976, -0.0495], [0.0916, 0.1847, -0.3585], [0.0098, -0.1430, -0.0387], [0.0368, -0.1128, -0.0484], [0.0387, 0.0745, 0.0581], [0.1071, -0.0716, -0.0722], [0.0002, -0.0162, -0.1748], [-0.1440, -0.0332, 0.0586], [0.0619, 0.0506, -0.0144], [-0.2143, 0.0086, -0.1719], [0.1127, 0.0743, 0.1386], [-0.1461, -0.0508, 0.0734], [0.0140, 0.0340, 0.0487]],
  "mulliken_charge": [-0.723, -0.343, -0.356, 0.318, 0.483, -0.379, -0.090, -1.080, -0.155, -0.341, -0.579, 0.756, -0.303, 0.195, -0.200, -0.863, -1.245, -1.138, 1.149, -0.835, -0.897, -0.997, 0.133, -0.404, -0.404, 0.313, 0.250, 0.281, 0.370, 0.227, 0.266, 0.410, 0.295, 0.349, 0.324, 0.650, -0.018, 0.580, -0.023, 0.048, 0.542, 0.438, 0.364, 0.556, 0.316, -0.116, -0.337, 0.337, 0.532, 0.395, 0.323, 0.365, 0.342, -0.163, 0.535, -0.066, 0.289, 0.321]
}